Computed, not measured: a 2-piece molecular cluster, C3H4INO overall, with the ωB97M-V functional and the def2-TZVPD basis.

Output
**Highest occupied orbital energy**: -9.42 eV
**SMILES string**: [H]/N=C\I.C=C=O

Geometry (Å):
H 0.32959 2.19781 -1.34253
N -0.84334 -2.11479 1.38213
C -1.01529 -1.30460 0.45976
I -2.22682 0.41369 0.42290
H 1.64557 1.39649 -2.17278
H -0.70537 -1.53643 -0.53258
H -1.43170 -2.16005 2.22717
C 1.46758 1.08324 -0.08997
C 1.19909 1.55376 -1.26996
O 1.58070 0.47086 0.91586

=====

Computed, not measured: a 2-piece molecular cluster, C3H4INO overall, with the ωB97M-V functional and the def2-TZVPD basis.

Output
**Highest occupied orbital energy**: -9.38 eV
**SMILES string**: c1cocn1.I

Geometry (Å):
H 1.07289 -0.59423 -2.02425
C -0.44351 0.77408 1.38805
C 0.42098 0.68920 0.28541
O -1.30240 -0.26731 1.33122
H -1.49121 -1.93732 0.14270
H -0.84698 1.59101 2.00983
N 0.18302 -0.51292 -0.32099
I 1.99456 0.04250 -3.31557
C -0.86751 -0.97262 0.31447
H 1.28017 1.18762 0.18913

=====

Computed, not measured: C3H4InO3 as an isolated structure, with the ωB97M-V functional and the def2-TZVPD basis.

Output
**Highest occupied orbital energy**: -24.07 eV
**Charge**: +3

Geometry (Å):
H -0.29608 2.01370 -0.49372
C 0.35165 0.77268 1.14239
O 0.16095 -0.04259 -1.04337
O -0.82652 -2.02405 -0.50890
H 1.37469 0.63953 1.49419
O -0.38445 -0.39087 1.04686
C 0.39206 1.18601 -0.32204
H 1.42441 1.43294 -0.56982
C -0.38497 -0.89361 -0.18341
H -0.10735 1.55950 1.74099
In -1.70437 -4.25325 -2.30321

=====

Computed, not measured: C3H4IrO3 as an isolated structure, with the ωB97M-V functional and the def2-TZVPD basis.

Output
**Highest occupied orbital energy (alpha / beta)**: -8.27 / -10.57 eV
**Multiplicity**: 6
**⟨S²⟩**: 8.76

Geometry (Å):
C 0.41837 0.49540 -0.69833
C 0.45309 0.82989 1.56146
O -0.44675 -0.10702 1.40148
H 0.28918 -1.56567 0.05413
H -0.21553 1.29689 -1.10777
O 1.12395 1.08460 0.42795
O 0.61573 1.49542 2.56701
Ir -2.21918 -1.11016 -0.85764
H 1.15427 0.19477 -1.45304
C -0.33585 -0.67149 -0.10999
H -0.83729 -1.94265 -1.78527

=====

Computed, not measured: C3H4KLiO3 as an isolated structure, with the ωB97M-V functional and the def2-TZVPD basis.

Output
**Highest occupied orbital energy (alpha / beta)**: -6.28 / -5.98 eV

Geometry (Å):
Li 0.63300 -0.34511 -2.04320
H 0.57603 1.13876 -0.11148
O 2.25821 -0.32433 -0.80832
C 2.04119 -1.01481 0.15632
O 1.09131 -1.02314 1.00953
C -1.39295 0.67990 0.06220
H -1.37784 1.50256 -0.71072
K -0.15119 -3.32347 0.12565
C -0.00267 0.70958 0.72550
O -1.61491 -0.47698 -0.69253
H -2.17639 1.00871 0.77380
H 0.11619 1.46833 1.51325

=====

Computed, not measured: C3H4LiO3Sn as an isolated structure, with the ωB97M-V functional and the def2-TZVPD basis.

Output
**Highest occupied orbital energy**: -8.93 eV
**Charge**: +1

Geometry (Å):
H -0.78864 0.92526 0.93250
C -0.39053 -1.58038 1.97476
H -1.25053 -0.34627 -0.22142
C -0.39935 0.10580 0.30931
O 0.28801 -0.86171 1.10298
Sn -1.07695 -2.73814 3.28443
H 1.83872 0.95349 -3.72752
H 1.61569 0.31282 -0.62055
C 0.56585 0.66015 -0.69769
O -1.63225 -1.39049 2.09363
O 0.27602 1.62681 -1.38493
Li 0.95395 2.33268 -3.04550

=====

Computed, not measured: C3H4LiO3Sr as an isolated structure, with the ωB97M-V functional and the def2-TZVPD basis.

Output
**Highest occupied orbital energy**: -10.50 eV
**Charge**: +1

Geometry (Å):
C 0.75711 -0.77703 1.25648
Li 1.58088 -3.60152 3.48675
Sr -0.24594 1.40503 -2.51560
O 0.71311 0.61038 1.06423
O -1.11428 1.73620 0.66878
C 0.19946 -1.11352 2.60769
C -0.18336 1.13698 0.15916
H 1.78592 -1.16246 1.18032
O 0.54405 -2.08959 3.24312
H 0.14298 -1.32629 0.51806
H -0.56671 -0.42465 3.01422
H -1.81976 2.51303 -2.85854

=====

Computed, not measured: C3H4LiO4 as an isolated structure, with the ωB97M-V functional and the def2-TZVPD basis.

Output
**Highest occupied orbital energy**: -2.24 eV
**Charge**: -1

Geometry (Å):
Li -2.31395 2.02837 -0.69965
H 2.09801 -4.03768 0.64487
C -0.46285 1.21174 0.10681
H 1.43236 -0.16547 -1.34476
H 1.14697 -1.48592 -0.12153
O -0.79977 2.30838 0.54994
C 0.72394 -0.60522 -0.62560
H -1.23526 -1.33545 -0.36052
O 1.79132 -3.13909 0.49707
C -0.65977 -0.76676 -1.11472
O 0.60465 0.54693 0.43291
O -1.16174 0.64323 -0.87552

=====

Computed, not measured: C3H4LiO4Pm as an isolated structure, with the ωB97M-V functional and the def2-TZVPD basis.

Output
**Highest occupied orbital energy (alpha / beta)**: -16.83 / -16.85 eV
**Multiplicity**: 5
**⟨S²⟩**: 6.01
**Charge**: +2

Geometry (Å):
O 0.38257 -1.47441 -1.56460
O -1.53092 0.61631 -0.23244
O 1.31844 -0.84047 0.38585
C 0.98539 -1.81882 -0.48875
C -0.46073 0.85401 0.73281
Pm -1.34706 -0.42755 -2.10659
Li -3.13754 1.28349 0.25856
H -0.66108 0.35702 1.69706
C 0.95015 0.52981 0.26233
O 1.14089 -2.95776 -0.06444
H -0.44329 1.93272 0.97172
H 1.65055 1.07055 0.91193
H 1.15263 0.87509 -0.76342

=====

Computed, not measured: C3H4LuO2 as an isolated structure, with the ωB97M-V functional and the def2-TZVPD basis.

Output
**Highest occupied orbital energy (alpha / beta)**: -6.00 / -7.60 eV
**Multiplicity**: 2
**⟨S²⟩**: 0.76

Geometry (Å):
C -0.84444 -0.50266 0.64724
H -1.19578 1.64339 0.91842
O 0.12446 -0.76666 -0.46228
Lu 2.61715 0.29805 -2.21027
C 1.15128 -0.98519 0.34630
H -1.21650 1.17601 -0.75704
H 1.16882 -1.85145 1.02929
O 2.26058 -0.50751 -0.04433
H -2.57997 0.69247 0.28135
C -1.48561 0.80354 0.25134

=====

Computed, not measured: C3H4MgNiO4 as an isolated structure, with the ωB97M-V functional and the def2-TZVPD basis.

Output
**Highest occupied orbital energy (alpha / beta)**: -10.93 / -13.31 eV
**Multiplicity**: 4
**⟨S²⟩**: 3.80
**Charge**: +1

Geometry (Å):
C 1.30724 -1.23872 -0.14415
Mg 3.25805 -2.40588 0.41293
O -0.91766 1.47437 -0.60195
O 2.27889 -0.61071 0.34051
H -1.43389 0.17495 -2.05722
H 0.54271 1.41915 0.88175
Ni -1.84040 0.21462 1.48933
C -1.17793 0.14048 -0.98388
O -2.12590 -0.45833 -0.22186
O 1.30270 -2.49165 -0.20503
H -0.69270 2.69390 1.02581
C -0.54216 1.62844 0.79757
H 0.04105 -0.54063 -0.73381

=====

Computed, not measured: C3H4MgO4Rb as an isolated structure, with the ωB97M-V functional and the def2-TZVPD basis.

Output
**Highest occupied orbital energy**: -10.41 eV
**Charge**: +1

Geometry (Å):
Mg -7.51443 -5.73965 5.39843
H 5.25048 -0.74669 2.31623
O -0.89721 -1.75114 3.12367
H 3.14133 -1.04907 3.77081
O 1.86512 -0.32550 2.33439
C 3.07577 -0.89222 2.69109
C 4.25841 -0.72198 1.86012
Rb -4.34210 -3.05073 3.80066
O 3.53001 -1.95969 1.90504
O -0.24612 0.40238 3.34147
H 4.16374 -0.17280 0.92121
H 1.35025 0.56377 2.97553
C -0.30735 -0.74225 2.93443

=====

Calculated energy relative to the best compared isomer or geometry (same formula, charge and spin) in order - 155.7; 73.1; 142.6; 178.2; 222.4; 505.6; 303.7; 369.9; 0.0; 203.4; 145.1; 390.0 kJ/mol
Calculated DFT total energy in order - -14811.7993; -14812.6554; -14449.2480; -12148.2298; -25844.4110; -15342.3362; -10349.8614; -11568.6924; -28108.9064; -40883.9213; -57841.8895; -17456.6993 eV
Calculated maximum force in order - 0.0579; 0.1055; 0.0876; 0.0753; 0.0659; 0.2182; 0.0570; 0.0535; 0.1325; 0.0410; 0.0623; 0.1095 hartree/bohr